--- A ---
Below is CH6NPS in the gas phase, with properties calculated with ωB97M-V with the def2-TZVPD basis set.

Geometry as ORCA input:
```
! RIJCOSX wB97M-V def2-TZVPD def2/J DEFGRID3
* xyz 0 1
C -0.20786 -0.80321 -1.64176
S 0.21502 0.24339 -0.44389
N -0.08863 0.44976 1.31852
P 2.08458 1.01330 -0.62429
H 0.66511 -1.47908 -1.70014
H -1.23152 -1.20750 -1.88608
H -0.65521 1.29830 -0.45686
H 0.79599 0.66307 1.76364
H -0.53466 -0.39823 1.65413
H 1.85243 2.19234 0.14506
*
```

SMILES: C=[S@@H](N)=P
Orbital gap in hartree: 0.2867
LUMO level in eV: 0.28

***

--- B ---
Below is CH6NPS as an isolated structure, with properties calculated with ωB97M-V with the def2-TZVPD basis set.

Geometry as ORCA input:
```
! RIJCOSX wB97M-V def2-TZVPD def2/J DEFGRID3
* xyz 0 1
C -1.17417 -0.91703 0.93408
N -0.72941 1.07694 -0.91263
P 2.16704 -0.02769 0.49884
S 0.12930 -0.23902 0.06433
H -0.93471 -0.59487 1.94632
H -0.34239 -2.08736 1.08723
H -0.10847 1.78510 -1.41447
H -1.28825 1.58206 -0.25392
H 2.19403 0.22757 -0.89237
H 0.08704 -0.80570 -1.05742
*
```

Orbital gap in hartree: 0.3017
LUMO level in eV: 0.01

***

--- C ---
Below is CH6NPS in the gas phase, with properties calculated with ωB97M-V with the def2-TZVPD basis set.

Geometry as ORCA input:
```
! RIJCOSX wB97M-V def2-TZVPD def2/J DEFGRID3
* xyz 0 1
C 0.27082 1.78353 0.06533
S -0.30637 0.24945 -0.26218
N 0.78893 -1.25634 -0.01154
P -2.29228 -0.41443 0.00120
H -0.33637 2.33788 0.75893
H 1.25513 1.72623 0.29970
H 0.03464 0.04880 -1.53172
H 1.62510 -0.78912 0.21982
H 0.67729 -1.96834 0.77300
H -1.71690 -1.71766 -0.31254
*
```

SMILES: C=[S@@H](N)=P
Orbital gap (spin up / spin down) in hartree: 0.2980 / 0.2980
LUMO level (spin up / spin down) in eV: 0.26 / 0.26

***

--- D ---
Below is CH6NPS in the gas phase, with properties calculated with ωB97M-V with the def2-TZVPD basis set.

Geometry as ORCA input:
```
! RIJCOSX wB97M-V def2-TZVPD def2/J DEFGRID3
* xyz 0 1
C 0.68916 -1.08763 1.14203
S -0.27385 0.43708 1.26228
P -1.33046 0.32172 -0.53376
N -0.24115 1.34852 -1.69420
H 1.51273 -0.62786 0.58328
H -0.01061 -1.80931 0.50615
H 0.97907 -1.57460 2.05007
H -2.06647 1.47058 -0.28705
H 0.64582 0.99680 -1.35496
H -0.37096 1.31093 -2.71116
*
```

SMILES: CSPN
Orbital gap in hartree: 0.3468
LUMO level in eV: 0.83

***

Last place for stability: B

***

--- A ---
Below is a 2-piece molecular cluster, CH6NPS overall, with properties calculated with ωB97M-V with the def2-TZVPD basis set.

Geometry as ORCA input:
```
! RIJCOSX wB97M-V def2-TZVPD def2/J DEFGRID3
* xyz 0 1
C 0.08739 -1.59415 0.26836
N -1.64769 1.33071 -0.11779
P 0.43174 -0.25792 -1.05892
S 1.99275 0.43824 0.17053
H 0.66169 -2.42741 0.05340
H -0.91533 -1.81243 0.19949
H 0.23991 -1.19226 1.30509
H -1.23971 2.12224 0.36967
H -1.49986 1.64821 -1.07703
H 1.88911 1.74476 -0.11281
*
```

Orbital gap (spin up / spin down) in hartree: 0.2552 / 0.2549
LUMO level (spin up / spin down) in eV: -1.30 / -1.29

***

--- B ---
Below is a 2-piece molecular cluster, CH6NPS overall, with properties calculated with ωB97M-V with the def2-TZVPD basis set.

Geometry as ORCA input:
```
! RIJCOSX wB97M-V def2-TZVPD def2/J DEFGRID3
* xyz 0 1
C -0.76893 -1.22012 0.53277
P -1.05999 0.26578 1.12430
S 0.54525 0.56121 2.45647
H 0.16596 -1.63714 0.74013
H -1.34493 -1.70460 -0.15265
H 0.52473 -0.65199 3.06176
N 0.43291 1.28680 -1.83892
H 0.81404 0.69920 -1.17576
H 1.08149 1.49822 -2.55771
H -0.39054 0.90265 -2.19038
*
```

SMILES: C=PS.N
Orbital gap in hartree: 0.3372
LUMO level in eV: 0.04

***

Last place for stability: A